Record 1
{"formula": "C27H28N2O6", "method": "the ωB97M-V functional and the def2-TZVPD basis", "elements": ["C", "C", "C", "C", "C", "C", "O", "C", "C", "O", "N", "C", "C", "C", "N", "C", "O", "C", "O", "C", "C", "C", "C", "C", "C", "C", "C", "C", "C", "C", "O", "O", "C", "C", "C", "H", "H", "H", "H", "H", "H", "H", "H", "H", "H", "H", "H", "H", "H", "H", "H", "H", "H", "H", "H", "H", "H", "H", "H", "H", "H", "H", "H"], "xyz": [[0.760705, 2.501693, 1.157863], [2.105524, 2.475448, 0.500980], [2.336192, 3.218148, -0.648733], [3.571537, 3.198078, -1.270092], [4.590317, 2.418856, -0.755602], [4.367941, 1.657419, 0.387644], [5.379245, 0.872660, 0.920721], [5.860360, -0.182634, 0.111176], [4.833951, -1.323082, 0.014395], [5.023169, -2.416391, 0.488023], [3.703852, -0.933144, -0.644768], [2.462375, -1.564460, -0.692633], [1.391563, -0.801011, -1.156933], [0.116815, -1.346798, -1.217770], [-0.982965, -0.616646, -1.671389], [-1.037567, 0.658017, -2.128363], [-0.102873, 1.417074, -2.255885], [-2.465302, 1.063863, -2.521377], [-3.470815, 0.326045, -1.875162], [-3.702896, 0.576393, -0.535856], [-2.875435, 1.372098, 0.242928], [-3.169889, 1.561278, 1.581810], [-4.278673, 0.959742, 2.141416], [-5.111690, 0.156545, 1.372333], [-6.312118, -0.491750, 1.990539], [-4.827996, -0.042088, 0.021808], [-5.711613, -0.906827, -0.826383], [-0.093272, -2.661696, -0.812671], [0.979094, -3.418749, -0.357540], [0.788037, -4.825184, 0.066930], [1.665646, -5.562474, 0.432935], [-0.494627, -5.228866, 0.004659], [2.261480, -2.880273, -0.295097], [3.127211, 1.685284, 1.033694], [2.898533, 0.854859, 2.258292], [0.841514, 2.852570, 2.186069], [0.087188, 3.160258, 0.616260], [0.328211, 1.501398, 1.181933], [1.537724, 3.811237, -1.066734], [3.742340, 3.787894, -2.157630], [5.561038, 2.400913, -1.229446], [6.751794, -0.559322, 0.616106], [6.128260, 0.162537, -0.896656], [3.684367, 0.021853, -0.983864], [1.546598, 0.221408, -1.463879], [-1.869872, -1.107628, -1.640756], [-2.583160, 2.143141, -2.369661], [-2.589781, 0.853373, -3.589320], [-2.000717, 1.842154, -0.176670], [-2.523284, 2.180998, 2.184268], [-4.502415, 1.111516, 3.186833], [-6.265864, -1.574183, 1.878563], [-6.373491, -0.254694, 3.049222], [-7.225407, -0.148337, 1.505793], [-5.699912, -1.934804, -0.464606], [-5.376237, -0.894635, -1.858395], [-6.740805, -0.553218, -0.787708], [-1.079794, -3.096291, -0.851184], [-0.553140, -6.153430, 0.291715], [3.077042, -3.483841, 0.067650], [2.633705, 1.486855, 3.104725], [2.080989, 0.151834, 2.095721], [3.797284, 0.299039, 2.509779]], "atomic_forces_ev_per_a": [[0.037, -0.010, -0.017], [0.127, 0.053, -0.109], [0.013, 0.018, -0.015], [-0.046, -0.019, -0.030], [0.216, -0.206, 0.162], [-0.174, 0.296, 0.023], [-0.219, 0.409, 0.028], [0.189, -0.351, -0.072], [0.296, 0.453, -0.074], [0.044, -0.273, 0.152], [-0.082, 0.274, -0.298], [-0.401, -0.387, 0.076], [0.010, 0.027, 0.007], [0.512, -0.096, 0.111], [-0.392, -0.294, -0.054], [-0.518, -0.133, -0.008], [0.161, 0.210, -0.043], [0.180, 0.296, -0.205], [-0.167, -0.130, 0.184], [-0.155, -0.001, 0.227], [0.102, 0.035, -0.241], [-0.036, -0.013, 0.004], [0.032, 0.029, 0.036], [0.154, 0.091, -0.033], [0.031, 0.017, -0.038], [0.140, 0.024, -0.200], [0.068, 0.050, -0.033], [0.127, -0.070, 0.051], [-0.094, 0.544, -0.193], [0.235, -0.530, 0.201], [0.045, 0.100, -0.015], [-0.502, 0.067, -0.093], [0.026, -0.221, 0.098], [0.348, -0.083, -0.025], [0.083, -0.051, -0.046], [-0.068, 0.005, 0.103], [-0.088, 0.038, -0.021], [-0.107, -0.079, 0.040], [-0.118, 0.053, -0.041], [0.016, 0.052, -0.085], [0.101, -0.003, -0.026], [-0.172, -0.046, -0.161], [-0.009, 0.020, 0.114], [0.086, -0.192, 0.082], [0.026, 0.089, -0.022], [0.141, 0.209, 0.000], [0.099, -0.152, 0.045], [0.058, 0.071, 0.138], [0.099, 0.087, -0.037], [0.071, 0.060, 0.056], [-0.036, 0.003, 0.110], [-0.074, -0.094, 0.021], [-0.035, -0.011, 0.057], [-0.117, -0.032, 0.004], [-0.058, -0.098, -0.019], [-0.095, -0.075, -0.033], [-0.103, -0.037, -0.030], [-0.113, -0.031, -0.014], [0.277, 0.159, -0.012], [0.013, -0.011, -0.015], [-0.058, 0.001, 0.106], [-0.068, -0.070, 0.047], [-0.060, -0.041, 0.076]], "e_above_lowest_ev": 0.246, "gap_ev": 8.978, "total_energy_ev": -43720.56540, "homo_energy_ev": -8.60, "smiles": "Cc1cccc(OCC(=O)Nc2cc(NC(=O)COc3cccc(C)c3C)cc(C(=O)O)c2)c1C"}

Record 2
{"formula": "C27H28N3O", "method": "the ωB97M-V functional and the def2-TZVPD basis", "elements": ["C", "C", "C", "C", "O", "C", "C", "C", "C", "C", "C", "C", "C", "C", "C", "C", "C", "C", "C", "C", "H", "H", "H", "H", "H", "H", "H", "H", "H", "H", "H", "H", "H", "H", "H", "C", "C", "N", "C", "C", "C", "C", "C", "N", "C", "N", "H", "H", "H", "H", "H", "H", "H", "H", "H", "H", "H", "H", "H"], "xyz": [[6.333928, -4.140934, 1.178735], [5.356003, -4.727352, 0.368505], [4.629769, -3.950324, -0.536972], [4.917243, -2.585254, -0.624988], [4.215831, -1.777801, -1.535105], [2.901186, -1.449364, -1.207523], [2.654263, -0.432972, -0.275145], [1.350944, -0.165870, 0.099652], [0.257123, -0.895423, -0.439178], [-1.078535, -0.583861, -0.025007], [-2.065894, -1.594182, 0.147324], [-3.451826, -1.263874, 0.217798], [-4.420193, -2.259835, 0.265424], [-4.054528, -3.615706, 0.292130], [-2.695367, -3.967616, 0.326334], [-1.717878, -2.982421, 0.270714], [0.558247, -1.915069, -1.395136], [1.855095, -2.166001, -1.800553], [5.895086, -1.982706, 0.169189], [6.586904, -2.768242, 1.091140], [6.899605, -4.758139, 1.879256], [5.151488, -5.797047, 0.430035], [3.853309, -4.372485, -1.177164], [3.496235, 0.113548, 0.150880], [1.145451, 0.596817, 0.852961], [-1.336056, 0.455575, 0.096576], [-3.731463, -0.208517, 0.204867], [-5.477559, -1.989090, 0.282994], [-4.820241, -4.392104, 0.300769], [-2.399092, -5.016995, 0.395810], [-0.665138, -3.269488, 0.312403], [-0.252436, -2.507979, -1.821338], [2.086091, -2.932076, -2.540852], [6.077629, -0.913528, 0.059363], [7.334172, -2.299047, 1.732407], [-3.860293, 2.808680, -3.123555], [-2.566998, 2.976296, -2.646875], [-2.653641, 3.874316, -1.604963], [-1.573718, 4.365940, -0.735787], [-1.708151, 3.819260, 0.680996], [-0.635841, 4.386425, 1.620375], [-0.308095, 3.247034, 2.605197], [-1.148182, 2.040256, 2.144636], [-1.587119, 2.356723, 0.775596], [-3.975572, 4.253764, -1.490615], [-4.706694, 3.612607, -2.393226], [-4.185418, 2.168510, -3.928943], [-1.640272, 2.539370, -2.977385], [-0.606700, 4.082391, -1.174476], [-1.643991, 5.465194, -0.681751], [-2.705731, 4.127860, 1.067080], [0.256849, 4.664103, 1.044805], [-1.017642, 5.288401, 2.114517], [0.759202, 3.008808, 2.544759], [-0.540769, 3.524188, 3.638263], [-0.572445, 1.108889, 2.133688], [-2.008308, 1.891550, 2.824436], [-2.479756, 1.916458, 0.566299], [-4.280101, 4.988367, -0.749371]], "atomic_forces_ev_per_a": [[-0.124, 0.077, -0.075], [0.001, 0.148, -0.067], [0.178, 0.468, 0.057], [0.092, -0.151, 0.601], [-1.186, 0.392, -0.151], [1.003, -0.564, 0.145], [-0.104, -0.140, 0.100], [-0.129, 0.468, -0.237], [0.533, -0.116, -0.112], [0.193, -1.773, -0.416], [-0.261, -0.483, 0.080], [0.161, -0.062, -0.022], [-0.033, 0.146, 0.012], [0.454, 0.427, -0.018], [0.105, 0.160, -0.017], [-0.088, 0.090, -0.258], [-0.340, -0.051, 0.204], [0.040, 0.118, 0.168], [-0.400, -0.267, -0.116], [0.029, -0.112, -0.148], [-0.203, 0.220, -0.209], [0.106, 0.306, 0.032], [0.280, 0.023, 0.203], [-0.273, -0.203, -0.068], [0.100, -0.108, -0.293], [0.104, 0.335, 0.244], [-0.062, -0.322, -0.092], [0.365, -0.050, -0.019], [0.200, 0.246, 0.054], [-0.127, 0.384, 0.003], [-0.385, 0.114, 0.103], [0.194, 0.340, -0.016], [-0.096, 0.245, 0.207], [0.021, -0.300, 0.061], [-0.174, -0.202, -0.192], [0.977, 0.789, 1.158], [-0.913, -0.112, -0.025], [-0.064, 0.394, 0.123], [-0.372, -0.149, -0.188], [-0.543, 0.294, 0.272], [-0.029, -0.011, -0.164], [0.180, -0.062, -0.065], [-0.492, 0.078, 0.263], [0.211, 0.204, -0.111], [0.689, -1.236, -1.185], [-0.137, 0.337, 0.431], [-0.113, 0.155, 0.062], [0.104, 0.094, 0.131], [-0.291, 0.079, 0.125], [0.142, -0.367, -0.127], [0.382, -0.079, -0.190], [-0.183, 0.001, 0.138], [0.223, -0.232, -0.095], [-0.183, 0.054, 0.162], [0.104, -0.152, -0.208], [-0.036, 0.033, 0.183], [0.289, 0.027, -0.192], [0.033, 0.311, 0.072], [-0.155, -0.253, -0.315]], "e_above_lowest_ev": 1.526, "gap_ev": 5.168, "total_energy_ev": -34963.24034, "homo_energy_ev": -10.83, "total_charge": 1}

Record 3
{"formula": "C27H28N4O5S", "method": "the ωB97M-V functional and the def2-TZVPD basis", "elements": ["C", "C", "O", "C", "C", "C", "C", "N", "C", "C", "O", "N", "C", "C", "C", "N", "C", "N", "C", "C", "C", "C", "C", "C", "C", "O", "S", "O", "O", "C", "C", "C", "C", "C", "C", "C", "C", "H", "H", "H", "H", "H", "H", "H", "H", "H", "H", "H", "H", "H", "H", "H", "H", "H", "H", "H", "H", "H", "H", "H", "H", "H", "H", "H", "H"], "xyz": [[2.263012, 2.248877, 8.122843], [2.246407, 1.296120, 6.937531], [1.953677, 2.054723, 5.781460], [1.892724, 1.417898, 4.578904], [2.083127, 0.057942, 4.376132], [1.993883, -0.485029, 3.104790], [1.715662, 0.312144, 1.999064], [1.599234, -0.237256, 0.709597], [2.035488, -1.590816, 0.435700], [1.016188, -2.643978, 0.892811], [1.121210, -3.227373, 1.953199], [-0.014770, -2.909448, 0.060653], [-0.268481, -2.400894, -1.220583], [0.444538, -2.596813, -2.366878], [1.702409, -3.357199, -2.578240], [-0.190303, -1.986237, -3.415049], [0.571590, -1.338125, -4.462560], [-1.286812, -1.315422, -2.890103], [-2.271293, -0.751267, -3.707800], [-2.974765, 0.360601, -3.256000], [-3.962124, 0.913355, -4.049819], [-4.246749, 0.377001, -5.294956], [-3.551635, -0.735334, -5.739053], [-2.572155, -1.308192, -4.948998], [-1.419109, -1.576964, -1.536185], [-2.344091, -1.209901, -0.831413], [1.360558, 0.785822, -0.600343], [1.347140, -0.041334, -1.781436], [2.310495, 1.860465, -0.623556], [-0.281270, 1.457622, -0.362851], [-1.167795, 0.916717, 0.546063], [-2.430612, 1.475137, 0.664881], [-2.790311, 2.554615, -0.124765], [-1.891382, 3.087794, -1.036650], [-0.627307, 2.535491, -1.157038], [1.523819, 1.678893, 2.206284], [1.611854, 2.217694, 3.471582], [1.295313, 2.732668, 8.222487], [2.485570, 1.702095, 9.034723], [3.018281, 3.015059, 7.971281], [3.224918, 0.806986, 6.830951], [1.481279, 0.520921, 7.084979], [2.298921, -0.605677, 5.198235], [2.121328, -1.549174, 3.002992], [2.985628, -1.792617, 0.942754], [2.177418, -1.644792, -0.641087], [-0.754293, -3.469833, 0.471502], [1.930461, -3.945580, -1.693177], [2.529916, -2.675558, -2.774325], [1.600471, -4.024850, -3.432304], [-0.110041, -0.840636, -5.148216], [1.136503, -2.093588, -5.005114], [1.252305, -0.600271, -4.029810], [-2.750893, 0.766580, -2.284431], [-4.508855, 1.773557, -3.694038], [-5.013502, 0.817499, -5.914014], [-3.780016, -1.168598, -6.701585], [-2.055313, -2.196300, -5.281390], [-0.881621, 0.074072, 1.152905], [-3.134102, 1.053870, 1.364652], [-3.777781, 2.981832, -0.032730], [-2.173846, 3.926917, -1.654217], [0.101243, 2.926601, -1.849869], [1.331744, 2.336366, 1.377036], [1.466912, 3.275121, 3.624591]], "atomic_forces_ev_per_a": [[-0.032, -0.184, -0.421], [0.068, -0.111, 0.346], [-0.039, 0.132, -0.151], [-0.029, -0.052, -0.193], [0.029, 0.260, 0.323], [-0.009, -0.017, -0.378], [0.085, 0.347, 0.814], [-0.336, 0.462, -1.063], [0.094, -0.295, -0.164], [0.323, 0.074, 0.121], [0.140, -0.039, 0.190], [-0.735, -0.230, -0.330], [0.252, -0.010, -0.481], [-0.611, -0.319, 0.379], [-0.091, 0.175, -0.031], [-0.102, -0.466, 0.043], [0.297, 0.422, -0.020], [0.240, 0.240, 0.258], [-0.393, 0.021, -0.403], [0.139, -0.084, 0.062], [0.007, -0.023, -0.043], [-0.075, 0.017, -0.052], [-0.023, 0.042, -0.049], [0.048, -0.035, 0.150], [0.214, -0.138, 0.084], [-0.214, -0.142, 0.107], [0.080, -0.147, -0.403], [-0.045, 0.020, 0.240], [-0.176, 0.062, 0.331], [0.438, -0.354, 0.177], [-0.015, -0.008, 0.110], [0.032, 0.072, -0.046], [-0.017, -0.045, 0.100], [0.153, -0.035, -0.074], [0.076, 0.197, -0.157], [0.058, 0.085, 0.259], [0.012, -0.103, 0.174], [-0.087, 0.047, 0.059], [0.021, -0.037, 0.106], [0.080, 0.074, 0.034], [-0.133, 0.002, -0.038], [0.111, 0.042, -0.072], [0.014, -0.036, 0.088], [-0.015, -0.117, -0.058], [-0.178, 0.036, -0.054], [0.131, -0.179, 0.138], [0.220, 0.027, 0.051], [0.015, -0.030, 0.031], [0.127, 0.024, -0.003], [0.033, -0.042, -0.019], [0.068, -0.085, -0.014], [-0.046, -0.001, -0.022], [-0.021, 0.016, -0.146], [0.031, 0.047, 0.090], [-0.045, 0.085, 0.045], [-0.068, 0.041, -0.052], [-0.014, -0.034, -0.073], [0.067, -0.066, -0.003], [-0.016, -0.108, 0.062], [-0.066, -0.062, 0.061], [-0.084, 0.040, 0.021], [-0.003, 0.068, -0.055], [0.018, 0.156, -0.115], [0.011, 0.159, 0.124], [-0.014, 0.140, 0.003]], "e_above_lowest_ev": 0.000, "gap_ev": 8.459, "total_energy_ev": -55485.98274, "homo_energy_ev": -7.88, "smiles": "CCOc1ccc(N(CC(=O)Nc2c(C)n(C)n(-c3ccccc3)c2=O)S(=O)(=O)c2ccccc2)cc1"}